1.
The following is a quantum chemistry calculation of a molecular structure, C39H49As3HgN6S, from the OMol25 dataset.

The geometry in XYZ format:
```
99
Properties=species:S:1:pos:R:3:forces:R:3
Hg 0.30881 -1.04835 -0.98396 0.19 0.56 -0.07
N 0.24156 -4.42813 1.83133 -0.12 -0.17 -0.13
C 0.72380 -3.74059 0.76565 0.30 -0.10 -0.10
S -0.48066 -3.20862 -0.40422 -0.20 -0.23 0.25
N 2.02076 -3.61995 0.69128 -0.05 0.26 0.03
N 2.40256 -2.67577 -0.20984 -0.15 -0.24 0.00
C 3.61486 -2.57066 -0.59736 0.07 0.02 -0.10
C 4.73400 -3.48810 -0.27594 -0.02 0.10 0.12
C 4.54276 -4.86668 -0.19786 0.00 -0.03 -0.08
C 5.59394 -5.70255 0.14308 0.02 0.00 -0.02
C 6.84891 -5.17649 0.41798 -0.01 0.00 0.01
C 7.05209 -3.80714 0.33274 -0.01 -0.01 -0.02
C 6.00220 -2.97140 -0.01495 0.02 0.03 0.05
C 3.82968 -1.36076 -1.45879 -0.08 -0.04 0.01
C 4.82783 -1.22244 -2.41826 0.00 -0.02 -0.02
C 4.82436 -0.07413 -3.19636 -0.01 0.06 0.02
C 3.84274 0.89476 -3.02300 0.06 -0.03 0.10
C 2.87673 0.66504 -2.04954 -0.08 -0.11 0.06
N 2.90992 -0.42091 -1.29630 -0.01 0.04 -0.07
H -0.70554 -4.76075 1.81139 0.03 0.05 0.03
H 0.91441 -4.88753 2.42225 0.00 0.01 -0.01
H 3.56820 -5.27927 -0.41337 -0.02 0.01 0.04
H 5.43126 -6.77137 0.19454 0.00 -0.02 0.02
H 7.66323 -5.83011 0.70360 0.01 -0.01 -0.03
H 8.02768 -3.38710 0.53953 0.01 0.01 0.03
H 6.16194 -1.90196 -0.06184 -0.01 0.02 0.01
H 5.56421 -1.99929 -2.57073 0.02 0.01 0.02
H 5.58652 0.06283 -3.95341 0.00 0.00 -0.01
H 3.83274 1.79668 -3.61673 -0.01 0.01 -0.03
H 1.73201 1.73982 -0.65294 0.00 -0.03 0.05
C -2.41985 -2.36393 3.05498 -0.01 -0.02 0.05
As -2.28172 -0.78805 1.88729 -0.05 -0.12 -0.05
C -2.32432 0.51173 3.35915 0.00 0.00 0.05
C -4.21025 -0.86839 1.39582 -0.04 0.03 0.01
C -4.91417 0.28170 0.65328 0.11 0.05 -0.06
C -4.97495 1.51076 1.56623 -0.01 -0.01 0.03
C -4.27670 0.69938 -0.68157 0.02 -0.10 0.06
As -2.38015 1.29376 -0.82305 -0.17 0.07 -0.05
C -2.56055 1.68636 -2.74018 0.01 0.00 0.01
C -2.55547 3.16229 -0.23979 0.03 0.06 -0.05
C -6.37692 -0.15260 0.39673 0.01 0.07 0.10
As -6.98806 -1.45945 -0.95518 -0.10 -0.06 0.01
C -6.79066 -0.42427 -2.61456 0.02 0.01 -0.07
C -5.50206 -2.70564 -1.25325 0.04 -0.05 -0.01
H -3.20015 -2.22628 3.80580 -0.02 -0.02 0.01
H -1.46114 -2.51244 3.55153 0.00 -0.03 -0.03
H -2.64816 -3.24284 2.44944 0.01 0.02 0.01
H -3.26943 0.48273 3.90402 0.00 0.00 0.00
H -2.13674 1.52130 2.99629 0.01 0.01 -0.01
H -1.50239 0.25059 4.02617 0.01 0.02 -0.02
H -4.76766 -1.05570 2.32129 -0.01 0.00 -0.01
H -4.27902 -1.78327 0.80398 0.00 -0.02 -0.01
H -3.97776 1.88232 1.79295 -0.02 -0.02 0.03
H -5.46633 1.27157 2.51258 -0.02 0.00 0.00
H -5.53136 2.31842 1.08447 -0.01 0.02 0.00
H -4.89475 1.49264 -1.11795 0.01 -0.02 -0.04
H -4.30108 -0.13834 -1.38147 -0.05 -0.01 0.01
H -3.55492 2.07775 -2.96660 0.01 0.02 0.00
H -2.38039 0.77926 -3.31585 0.00 -0.02 0.00
H -1.79744 2.41201 -3.01721 0.03 -0.02 0.01
H -3.44135 3.62842 -0.67526 -0.01 0.01 0.02
H -1.66456 3.68857 -0.58610 -0.01 0.01 -0.01
H -2.59567 3.23900 0.84499 0.02 0.01 0.00
H -6.97711 0.73120 0.14578 0.01 -0.01 -0.01
H -6.79074 -0.53461 1.33559 0.00 0.05 0.00
H -7.13404 0.59686 -2.44964 -0.01 0.00 0.00
H -7.42383 -0.87986 -3.37602 0.01 0.01 0.00
H -5.76514 -0.39659 -2.97766 0.02 0.02 0.01
H -5.44454 -3.42350 -0.43617 0.00 0.00 0.00
H -4.53302 -2.22600 -1.37481 0.00 0.01 -0.02
H -5.74100 -3.25065 -2.16784 0.00 -0.01 0.01
C 0.85442 0.36874 1.73670 0.07 -0.07 -0.19
C 1.77291 1.07545 2.47388 0.06 0.12 -0.01
C 1.53629 2.42797 2.92269 0.01 -0.05 -0.08
C 2.41976 3.09721 3.71944 0.00 0.06 0.01
C 3.63404 2.51231 4.13339 0.11 0.08 0.09
C 3.91743 1.20916 3.66905 0.06 -0.01 0.02
C 3.04460 0.52304 2.87757 -0.05 -0.01 -0.05
C 4.54090 3.21155 4.97377 -0.18 -0.14 -0.19
N 5.27891 3.78139 5.65797 0.10 0.08 0.09
H 1.05620 -0.66932 1.48601 -0.07 -0.06 0.10
H -0.07849 0.81091 1.41207 0.02 0.02 0.08
H 0.61212 2.91075 2.62231 -0.03 0.02 0.01
H 2.19094 4.10564 4.04692 -0.02 0.01 0.00
H 4.86007 0.75247 3.95072 0.00 -0.02 0.00
H 3.29918 -0.47229 2.52971 0.00 -0.04 0.02
N 0.42216 0.81571 -1.95248 0.17 -0.22 -0.05
C 1.65536 1.53477 -1.73419 0.04 0.08 -0.05
C 1.61416 2.85286 -2.47488 -0.18 -0.01 0.02
C 1.38599 2.88751 -3.84918 -0.04 0.01 0.02
C 1.24473 4.09509 -4.51185 0.03 0.02 0.00
C 1.31785 5.29072 -3.80497 -0.02 0.00 -0.02
C 1.53387 5.26537 -2.43679 0.01 -0.02 0.01
C 1.67961 4.05041 -1.77637 0.08 0.05 -0.02
H 1.28356 1.95431 -4.38961 0.01 -0.03 -0.01
H 1.06427 4.10711 -5.57957 -0.01 0.00 -0.01
H 1.19046 6.23497 -4.31892 0.02 0.01 -0.01
H 1.57829 6.19017 -1.87594 0.01 0.01 0.01
H 1.83244 4.03075 -0.70360 0.01 -0.01 0.03
```
Forces are in eV/Å.

Its spin multiplicity is 2. The value obtained for the total energy is -9102.890003 Eh. Its HOMO-LUMO gap (alpha / beta) is 4.8 / 4.7 eV. Its charge is -1. The expectation value of S² is 0.758. Its energy above the lowest of the compared OMol25 structures with the same formula, charge and spin is 57.54 kcal/mol.


2.
The following is a quantum chemistry calculation of a molecular structure, C39H49As3N5O4ReS2Se in a non-equilibrium geometry, from the OMol25 dataset.

The geometry in XYZ format:
```
104
Properties=species:S:1:pos:R:3:forces:R:3
Re 0.38430 0.45273 0.24396 -2.31 0.18 0.48
C 2.53808 0.27712 3.66231 -0.27 0.16 -0.04
As 2.41142 0.05468 1.74713 0.39 -0.10 -0.11
C 2.88628 -1.83741 1.74281 -0.12 0.06 -0.03
C 4.04084 0.99053 1.23418 -0.19 0.07 -0.22
C 4.61157 0.82626 -0.18056 0.02 -0.26 -0.01
C 5.18215 -0.59466 -0.34761 -0.02 0.25 -0.05
C 3.59692 1.13763 -1.28574 -0.11 0.00 0.34
As 2.01729 0.03076 -1.63408 0.83 0.32 -0.41
C 2.63175 -1.73281 -2.13500 -0.34 -0.22 0.29
C 1.73220 0.73946 -3.40950 -0.39 -0.06 0.10
C 5.78772 1.80940 -0.33299 -0.01 -0.02 0.06
As 5.62344 3.78633 -0.41816 0.07 0.10 -0.06
C 3.93395 4.25082 0.46394 -0.06 0.01 0.04
C 4.96297 3.97784 -2.25802 -0.12 0.03 -0.07
H 3.42952 -0.25715 3.96320 0.22 -0.11 0.11
H 1.67482 -0.16169 4.15159 -0.06 -0.04 0.05
H 2.61251 1.32662 3.92338 -0.01 0.06 0.00
H 3.92770 -1.95356 2.02360 0.12 -0.04 0.04
H 2.70209 -2.30670 0.78074 0.05 -0.03 0.01
H 2.25741 -2.32806 2.48373 0.00 -0.06 0.03
H 4.79267 0.68106 1.95445 0.16 -0.08 0.18
H 3.80215 2.03121 1.43374 0.01 0.03 0.02
H 4.41249 -1.35432 -0.23778 0.03 -0.06 0.01
H 5.95389 -0.78282 0.40169 -0.01 0.00 -0.02
H 5.64039 -0.71281 -1.33363 -0.02 0.01 0.05
H 4.12230 1.19794 -2.23519 0.06 -0.05 -0.20
H 3.14913 2.11849 -1.11015 0.04 -0.04 -0.05
H 3.66810 -1.66715 -2.43795 0.16 0.02 -0.07
H 2.01456 -2.03986 -2.97334 -0.08 -0.06 -0.05
H 2.51853 -2.45178 -1.32740 0.03 -0.01 -0.05
H 2.59122 0.42088 -3.98568 0.23 -0.07 -0.12
H 1.67354 1.81848 -3.39364 0.00 0.19 0.05
H 0.82947 0.34246 -3.85856 -0.10 -0.05 -0.03
H 6.32132 1.57824 -1.26089 0.02 -0.02 0.01
H 6.50305 1.62527 0.47190 0.00 -0.06 0.04
H 4.03476 4.20209 1.54863 -0.02 0.02 -0.04
H 3.06640 3.66288 0.15820 0.06 0.11 0.04
H 3.75565 5.29264 0.19197 -0.02 -0.01 0.03
H 5.56576 3.37891 -2.94217 0.00 0.02 0.03
H 5.07739 5.02377 -2.53819 -0.01 0.01 -0.04
H 3.91025 3.70417 -2.36097 0.12 0.04 -0.02
O 1.53372 2.55963 2.01872 -0.03 0.16 0.09
S 0.15906 2.85159 2.36293 0.23 -0.14 0.13
O -0.27570 4.18438 2.06410 -0.27 -0.04 0.00
N -0.76720 1.67405 1.66709 -0.19 -0.24 -0.38
C -2.20763 1.79552 1.87526 0.37 0.12 -0.07
C -2.81892 2.75268 2.66394 0.31 -0.05 -0.06
C -4.21947 2.79488 2.84956 0.17 0.19 0.18
C -5.04486 1.90191 2.24684 -0.19 0.04 -0.05
C -4.48003 0.91235 1.41966 0.08 -0.13 -0.05
C -5.26756 -0.02000 0.70791 -0.10 0.10 0.07
C -4.67252 -0.94882 -0.08965 0.02 -0.11 -0.15
C -3.26602 -0.96475 -0.15860 0.12 0.01 0.17
N -2.50846 -0.10828 0.48448 0.05 -0.53 0.09
C -3.07683 0.84094 1.25572 0.28 -0.09 -0.09
C 0.00013 2.59148 4.10402 -0.16 -0.11 0.13
C 0.40185 3.63025 4.93750 0.00 0.01 -0.17
C 0.33795 3.45083 6.30969 -0.01 -0.02 0.12
C -0.14210 2.25551 6.83446 -0.01 -0.01 0.02
C -0.55016 1.22774 5.99115 0.01 0.00 0.07
C -0.47680 1.38812 4.61601 0.08 0.20 -0.01
H -2.23445 3.50540 3.16723 -0.02 0.08 -0.05
H -4.63058 3.56941 3.49006 0.09 -0.07 -0.07
H -6.12151 1.94895 2.37586 0.09 -0.02 -0.01
H -6.34667 0.02582 0.80346 0.03 -0.01 0.01
H -5.25154 -1.66752 -0.65702 0.05 0.03 0.06
H -2.75373 -1.71473 -0.75853 -0.07 0.05 0.10
H 0.74928 4.56518 4.50532 -0.05 -0.14 0.08
H 0.65466 4.24837 6.97226 -0.04 -0.07 -0.05
H -0.20779 2.12742 7.90924 0.02 0.01 -0.09
H -0.93040 0.29953 6.40439 0.03 0.10 -0.02
H -0.78983 0.59494 3.94800 -0.02 0.05 0.01
C -5.22801 5.92882 0.18226 0.06 -0.07 -0.06
C -4.07840 5.03257 -0.19916 -0.12 0.04 0.02
C -4.32031 3.74527 -0.68146 -0.14 0.03 0.02
C -3.28051 2.91586 -1.05300 0.05 -0.09 0.03
C -1.98114 3.39538 -0.94788 0.06 0.16 0.32
C -1.70548 4.67158 -0.47803 -0.04 -0.07 -0.08
C -2.76366 5.47707 -0.09770 0.02 0.16 0.07
S -0.66262 2.45819 -1.58483 -0.06 -0.63 -0.84
O -0.51146 2.86154 -2.95030 0.22 0.08 -0.07
O 0.54275 2.58904 -0.71138 0.14 -0.46 0.33
N -0.92684 0.89416 -1.39262 0.19 0.00 -0.34
C -1.37265 -0.00917 -2.39240 0.10 0.60 0.18
C -2.34620 0.33209 -3.33005 -0.10 0.22 -0.13
C -2.79432 -0.64258 -4.20090 -0.11 0.18 0.01
C -2.26839 -1.92479 -4.12658 0.05 -0.09 0.00
C -1.27168 -2.15137 -3.19878 0.14 0.08 0.08
N -0.82200 -1.21286 -2.35517 0.14 -0.22 0.19
H -5.62490 6.42813 -0.70510 0.00 -0.01 0.03
H -4.91531 6.70134 0.88407 0.00 -0.03 -0.01
H -6.04290 5.35626 0.62802 0.04 0.02 0.00
H -5.34215 3.38620 -0.76087 0.08 0.03 0.04
H -3.47764 1.90256 -1.39434 0.04 0.15 0.05
H -0.68386 5.02074 -0.40226 -0.06 -0.03 0.04
H -2.55850 6.47187 0.28878 -0.05 -0.12 -0.05
H -2.71649 1.34881 -3.38608 -0.03 -0.12 -0.02
H -3.56055 -0.40313 -4.92937 0.06 0.00 0.03
H -2.60844 -2.71601 -4.78111 0.03 0.02 0.04
H -0.79512 -3.12452 -3.11949 -0.04 0.06 0.01
Se -0.52958 -4.09555 1.52735 0.06 0.23 -0.05
C -0.17146 -2.47751 1.06594 -0.19 -0.40 0.01
N 0.07373 -1.36185 0.73345 0.22 0.67 -0.18
```
Forces are in eV/Å.

Its spin multiplicity is 2. The value obtained for the total energy is -12073.441666 Eh. Its HOMO-LUMO gap (alpha / beta) is 5.3 / 5.8 eV. Its charge is +1. The expectation value of S² is 0.768. Its energy above the lowest of the compared OMol25 structures with the same formula, charge and spin is 45.24 kcal/mol.


Q: Which of these has the highest energy above the lowest of the compared OMol25 structures with the same formula, charge and spin?
A: C39H49As3HgN6S